The following is a quantum chemistry calculation of a cluster of 2 separate species, C22H29F2N3O4 in total, from OMol25.

Last column: Löwdin charge in e.
Geometry (Å):
1 C 5.86465 -4.40700 0.10850  -0.0504
2 N 4.42965 -4.41644 -0.16827  0.0332
3 C 3.71734 -3.34301 -0.52792  -0.4615
4 O 4.23366 -2.23523 -0.64237  0.0431
5 C 2.20999 -3.48834 -0.83730  -0.1786
6 C 1.36401 -2.87937 0.30151  -0.1215
7 C -0.15901 -2.84803 0.07973  -0.4234
8 C -0.83866 -2.24083 1.30759  -0.0793
9 C -0.55522 -2.03046 -1.15300  -0.0764
10 N 1.71231 -4.83522 -1.19686  0.1147
11 C 1.75420 -5.95124 -0.46591  -0.5572
12 C 1.14201 -7.18237 -1.09034  0.0070
13 O 2.25670 -6.01989 0.64580  0.0365
14 H 6.37694 -3.76551 -0.61180  0.0844
15 H 6.26640 -5.41830 0.03612  0.0823
16 H 6.04212 -4.01814 1.11281  0.0861
17 H 3.90926 -5.26452 0.02358  0.0940
18 H 2.06040 -2.85751 -1.71307  0.1438
19 H 1.56616 -3.44373 1.21323  0.1223
20 H 1.70769 -1.85770 0.47176  0.1285
21 H -0.53120 -3.86510 -0.04197  0.1273
22 H -0.57774 -2.82255 2.19238  0.0822
23 H -0.51004 -1.21134 1.45266  0.0816
24 H -1.92035 -2.27019 1.18454  0.0659
25 H -0.15756 -1.01836 -1.07448  0.0861
26 H -0.16154 -2.50118 -2.05234  0.0659
27 H -1.64091 -1.99584 -1.23826  0.0739
28 H 1.28277 -4.92191 -2.10293  0.1439
29 H 1.67209 -7.42537 -2.00888  0.0846
30 H 1.22731 -8.01397 -0.39143  0.0876
31 H 0.09137 -6.99619 -1.30367  0.0826
32 C 1.74875 6.08175 -0.73170  -0.0928
33 C 0.57885 7.01252 -0.41439  -0.2034
34 C -0.61356 6.21944 0.06755  -0.1658
35 C -1.63405 5.86966 -0.83033  0.0417
36 C -2.74418 5.13146 -0.40525  -0.2334
37 O -3.72092 4.79888 -1.30822  0.0686
38 C -2.83764 4.73254 0.94128  -0.2211
39 O -3.90087 4.00674 1.41449  0.0537
40 C -3.91991 2.64767 1.16403  -0.1436
41 C -2.83069 1.93913 0.62988  0.0254
42 C -2.96066 0.57118 0.42269  -0.0642
43 C -4.15428 -0.06834 0.74968  -0.1436
44 N -5.19724 0.58954 1.26651  0.1378
45 C -5.08844 1.91669 1.47281  -0.2371
46 F -6.15994 2.55054 2.00381  0.0929
47 C -1.82670 5.08927 1.83616  0.0906
48 C -0.71673 5.81960 1.41130  -0.2136
49 F 0.24738 6.12873 2.30934  0.0667
50 H 2.04754 5.51992 0.15901  0.0779
51 H 1.47130 5.37110 -1.51623  0.0772
52 H 2.60751 6.66368 -1.07843  0.0726
53 H 0.88152 7.73301 0.35276  0.1143
54 H 0.31480 7.58381 -1.31013  0.1097
55 H -1.55194 6.16919 -1.86922  0.1266
56 H -3.68932 5.38333 -2.08033  0.1146
57 H -1.89676 2.43094 0.37495  0.1270
58 H -2.14064 0.00285 0.00476  0.0694
59 H -4.24303 -1.13690 0.57856  0.1019
60 H -1.90490 4.78691 2.87522  0.1408

Cartesian forces, eV/Å:
-0.406 0.450 -0.059
-0.123 -1.080 -0.149
0.584 0.690 -0.187
-0.462 -0.120 -0.025
-0.450 -0.186 0.451
-0.064 -0.175 0.126
0.176 0.493 -0.057
0.284 -0.502 -0.070
0.227 -0.554 0.189
0.303 0.946 -0.770
-0.174 -0.900 0.630
-0.037 0.077 0.018
0.206 0.232 0.313
-0.095 -0.045 0.111
-0.187 0.067 -0.003
0.159 0.001 -0.038
0.176 0.187 0.203
0.103 -0.170 -0.119
0.037 -0.020 0.061
0.132 0.033 -0.048
0.015 -0.168 -0.029
-0.062 0.110 0.129
-0.068 0.057 0.068
-0.063 0.119 0.091
-0.011 0.087 -0.090
-0.022 0.154 -0.233
-0.034 0.098 -0.095
0.065 0.071 -0.015
-0.096 -0.079 -0.149
0.011 0.166 -0.079
-0.087 -0.099 -0.168
0.179 0.071 -0.017
0.031 -0.135 0.137
0.061 0.344 0.211
0.136 -0.286 1.311
0.189 0.333 -0.388
-0.205 -0.143 0.383
0.828 0.293 -0.455
-0.569 -0.590 -0.029
0.126 -0.074 -0.130
-0.694 0.010 0.241
-0.292 -0.007 0.075
0.339 0.722 -0.002
0.032 1.774 0.338
0.389 -1.430 -0.408
0.881 -0.497 -0.442
0.335 0.119 -0.122
-1.030 -0.347 -0.898
-0.203 0.022 -0.358
-0.024 0.051 -0.151
0.064 0.048 0.104
-0.030 -0.138 0.027
-0.066 -0.092 -0.089
-0.076 -0.071 0.135
-0.023 0.017 0.031
0.162 -0.201 0.351
-0.229 0.117 0.088
-0.039 0.054 0.033
-0.273 0.106 0.124
-0.036 -0.013 -0.106

Properties
LUMO level: 0.4315 eV

***

The following is a quantum chemistry calculation of a structure of composition CHClFO2S2, from OMol25.

Last column: Löwdin charge in e.
Geometry (Å):
1 C 2.10088 0.32945 -0.19480  -1.0119
2 O -3.07449 -0.41281 1.44860  -0.5354
3 O -3.09346 -1.11814 -0.89891  -0.5117
4 F 1.61187 0.47733 -1.46054  -0.1526
5 S 2.79686 1.48510 0.71154  0.5205
6 S -2.73290 -0.08929 0.05914  0.5989
7 Cl -0.18131 -0.00972 0.43011  0.0542
8 H 2.57256 -0.66191 -0.09513  0.0380

Cartesian forces, eV/Å:
1.174 -0.585 -0.845
0.247 0.379 -1.341
0.351 0.278 0.180
0.728 0.417 0.526
-0.377 0.475 -0.198
-0.834 -0.604 1.250
-0.113 -0.386 0.461
-1.176 0.027 -0.034

Properties
ΔE to the lowest compared entry with this formula, charge and spin: 0.259 eV
Charge: -1
LUMO level: 3.0429 eV

***

The following is a quantum chemistry calculation of an isolated molecule of C2H6O2, from OMol25.

Last column: Löwdin charge in e.
Geometry (Å):
1 O -1.36854 1.43865 -0.40120  0.0035
2 C -0.86418 0.18126 -0.15243  -0.2909
3 C 0.96800 -1.28305 0.50489  -0.0217
4 O 0.58994 0.24515 -0.11048  -0.1470
5 H -1.15792 1.67370 -1.31375  0.1061
6 H -1.23145 -0.17540 0.80937  0.1234
7 H -1.05664 -0.56647 -0.92544  0.1332
8 H 1.57147 -0.92713 1.35976  -0.0266
9 H 1.70304 -1.54115 -0.27391  -0.0256
10 H 0.84627 0.95444 0.50319  0.1457

Cartesian forces, eV/Å:
0.012 0.173 -0.263
-0.126 -0.136 -0.001
0.487 0.047 0.014
-0.229 -0.077 0.225
-0.134 0.077 0.062
0.107 0.124 -0.115
-0.021 0.170 0.102
-0.018 -0.147 -0.082
-0.008 0.010 0.143
-0.070 -0.239 -0.084

Properties
ΔE to the lowest compared entry with this formula, charge and spin: 4.376 eV
LUMO level: 0.4667 eV

***

The following is a quantum chemistry calculation of a cluster of 2 separate species, CH5N2O in total, from OMol25.

Last column: Löwdin charge in e.
Geometry (Å):
1 C 1.81654 0.29302 -0.13607  -0.2345
2 N -0.61514 0.01368 -0.12586  -0.1306
3 N 0.35064 -0.19699 -0.76505  -0.2433
4 O -3.00881 -0.45767 0.11299  -0.2049
5 H 1.81010 0.37509 0.88382  -0.0383
6 H 2.34421 -0.60543 -0.31356  -0.0177
7 H 2.28360 1.17717 -0.63266  0.0197
8 H -2.90388 -0.39181 1.07856  -0.0085
9 H -2.07728 -0.20706 -0.10218  -0.1419

Cartesian forces, eV/Å:
-0.253 0.131 -2.411
0.701 0.786 0.965
0.885 0.298 -0.904
-1.618 -0.138 1.347
-0.587 0.755 2.935
1.156 -0.864 -0.646
-0.496 -0.617 0.101
-0.497 -0.138 -0.413
0.710 -0.213 -0.974

Properties
ΔE to the lowest compared entry with this formula, charge and spin: 2.547 eV
Charge: -1
LUMO level: 5.1727 eV

***

The following is a quantum chemistry calculation of an isolated molecule of C5H7NO, from OMol25.

Last column: Löwdin charge in e.
Geometry (Å):
1 C -2.23714 0.79157 0.11310  -0.0218
2 C -1.07944 0.40692 -0.76689  -0.4373
3 O -1.19074 -0.14500 -1.83826  0.0900
4 C 0.26670 0.70471 -0.22652  -0.2726
5 N 1.50808 0.90614 -0.95033  0.2239
6 C 1.40622 -0.11911 -0.15653  -0.3027
7 C 2.01777 -1.33601 0.35622  -0.0012
8 H -2.35511 1.87507 0.08574  0.0906
9 H -3.14918 0.32496 -0.25983  0.0850
10 H -2.04427 0.50949 1.14570  0.0757
11 H 0.33074 1.02441 1.04935  0.1919
12 H 2.79620 -1.66662 -0.33665  0.0923
13 H 1.26404 -2.11763 0.44882  0.0919
14 H 2.46612 -1.15890 1.33608  0.0943

Cartesian forces, eV/Å:
-0.184 -0.085 -0.352
0.077 -0.536 -0.267
-0.158 0.203 0.038
-0.979 1.007 6.425
1.364 -2.262 1.318
0.699 1.167 -3.877
0.461 -0.342 -0.313
0.024 0.069 0.050
0.086 0.031 0.069
-0.001 -0.022 0.067
-1.346 0.692 -3.410
0.009 -0.010 0.197
0.021 0.048 0.056
-0.073 0.039 -0.001

Properties
ΔE to the lowest compared entry with this formula, charge and spin: 3.334 eV
LUMO level: 0.7521 eV

***

| no. | strongest force on any atom (hartree/bohr) | HOMO level (eV) | Kohn-Sham gap (eV) |
| --- | --- | --- | --- |
| 1 | 0.03512 | -8.8 | 9.2 |
| 2 | 0.03149 | -5.0 | 8.0 |
| 3 | 0.00952 | -7.7 | 8.1 |
| 4 | 0.06004 | -1.0 | 6.2 |
| 5 | 0.12789 | -9.3 | 10.0 |